This record from OMol25 describes a cluster of 2 separate species, C2H7NO in total in a non-equilibrium geometry. The level of theory is wB97M-V/def2-TZVPD.

Properties
Orbital gap   0.390 Eh
Highest occupied orbital energy   -9.9 eV
ΔE to the lowest compared entry with this formula, charge and spin   32.3 kcal per mole
Charge   0

Structure (XYZ):
```
11
Properties=species:S:1:pos:R:3:lowdin_charge:R:1
C -1.37 -0.24 -0.63 -0.064
C -0.19 0.03 -1.50 -0.336
O -0.34 -0.01 -2.67 0.065
H -2.48 0.07 -1.03 0.149
H -1.34 0.28 0.29 0.047
H -1.42 -1.22 -0.40 0.028
H 0.71 0.41 -1.03 0.110
N 1.73 0.18 3.67 0.048
H 1.36 -0.69 3.38 -0.008
H 1.98 0.68 2.89 -0.036
H 1.20 0.58 4.40 -0.004
```

This record from OMol25 describes a structure of composition C20H26N2O2SiY in a non-equilibrium geometry. The level of theory is wB97M-V/def2-TZVPD.

Properties
Orbital gap   0.281 Eh
Highest occupied orbital energy   -10.5 eV
ΔE to the lowest compared entry with this formula, charge and spin   45.1 kcal per mole
Charge   +1

Structure (XYZ):
```
52
Properties=species:S:1:pos:R:3:lowdin_charge:R:1
C 0.48 1.91 2.09 -0.160
C -0.73 1.96 1.33 -0.185
C -1.77 1.36 2.11 -0.195
H -0.87 2.47 0.39 0.101
C -1.21 0.97 3.38 -0.242
C 0.17 1.33 3.37 -0.181
H 0.85 1.15 4.21 0.109
H 1.47 2.20 1.76 0.112
H -2.82 1.28 1.84 0.110
H -1.77 0.66 4.26 0.111
Y -0.21 -0.59 1.71 1.379
C -0.52 -2.23 0.27 -0.293
H -1.51 -2.24 0.86 -0.039
H 0.28 -2.80 0.81 -0.012
H -0.67 -2.57 -0.76 -0.013
Si 0.25 0.72 -2.06 0.715
C 1.70 -0.31 -2.70 -0.283
C 2.66 0.68 -2.97 -0.174
H 2.46 1.72 -2.71 0.064
C 3.88 0.41 -3.58 -0.072
H 4.47 1.25 -3.94 0.107
C 4.28 -0.93 -3.70 -0.062
H 5.32 -1.12 -3.98 0.106
C 3.36 -1.95 -3.35 -0.078
H 3.66 -2.99 -3.48 0.101
C 2.06 -1.65 -2.89 -0.082
H 1.37 -2.47 -2.73 0.097
C -1.38 0.89 -2.95 -0.325
C -1.00 1.54 -4.15 -0.130
H -0.08 1.22 -4.66 0.105
C -1.78 2.62 -4.58 -0.064
H -1.43 3.25 -5.39 0.104
C -3.02 2.88 -3.95 -0.070
H -3.66 3.68 -4.33 0.105
C -3.43 2.13 -2.84 -0.079
H -4.38 2.33 -2.33 0.103
C -2.63 1.08 -2.35 -0.107
H -2.93 0.46 -1.50 0.098
H -0.10 0.12 -0.74 -0.077
H 0.65 2.10 -1.97 0.009
C 1.84 -1.91 5.47 0.045
O 0.37 -2.15 5.46 0.044
C -0.10 -1.93 4.26 -0.510
O 0.69 -1.76 3.27 -0.101
N -1.44 -1.78 4.17 0.075
N -2.02 -1.65 2.86 0.010
H 2.02 -0.86 5.21 0.097
H 2.31 -2.48 4.66 0.106
H 2.11 -2.21 6.48 0.111
H -2.02 -2.13 4.91 0.176
H -2.34 -2.56 2.55 0.114
H -2.87 -1.11 2.87 0.122
```

This record from OMol25 describes a cluster of 7 separate species, C33H60BrIN7O2 in total in a non-equilibrium geometry. The level of theory is wB97M-V/def2-TZVPD.

Properties
Orbital gap   0.294 Eh
Highest occupied orbital energy   -10.8 eV
Charge   +1

Structure (XYZ):
```
104
Properties=species:S:1:pos:R:3:lowdin_charge:R:1
C -1.12 -1.63 5.85 -0.097
C -1.65 -2.34 4.57 -0.375
C -1.27 -1.49 3.33 -0.698
Br -2.56 -0.05 3.25 0.880
C -1.22 -2.33 2.04 -0.724
I -2.81 -3.83 1.98 1.059
N 0.07 -3.14 2.07 0.056
C 1.30 -2.30 1.96 -0.102
C 1.28 -1.34 0.78 -0.259
C 2.52 -0.45 0.74 -0.185
O 2.32 0.46 -0.33 -0.196
C 3.54 0.84 -0.95 -0.081
C -0.04 -0.55 0.73 -0.085
C -1.19 -1.60 0.70 -0.357
C -2.53 -1.05 0.16 -0.253
C -2.77 -1.54 -1.30 -0.178
C -2.26 -0.52 -2.33 -0.219
C -1.35 -1.11 -3.42 -0.190
C -1.06 0.00 -4.47 -0.200
C 0.43 0.18 -4.76 -0.211
C 1.13 1.15 -3.82 -0.222
C 0.75 2.63 -4.04 -0.183
C 0.87 3.43 -2.72 -0.161
C -0.44 3.35 -1.95 -0.241
O -0.35 4.18 -0.80 -0.292
C -1.45 3.85 0.04 -0.126
H -1.68 -0.71 6.01 0.062
H -1.29 -2.29 6.70 0.080
H -0.06 -1.40 5.72 0.076
H -1.18 -3.33 4.55 0.053
H -2.73 -2.39 4.68 0.074
H -0.31 -1.05 3.59 0.082
H 0.14 -3.72 2.91 0.132
H 0.01 -3.79 1.28 0.152
H 1.51 -1.76 2.89 0.139
H 2.14 -2.98 1.84 0.102
H 1.28 -1.93 -0.15 0.156
H 2.59 0.15 1.65 0.143
H 3.41 -1.06 0.56 0.133
H 4.06 -0.03 -1.38 0.086
H 4.17 1.40 -0.24 0.096
H 3.30 1.51 -1.77 0.071
H -0.11 -0.03 -0.23 0.114
H -0.14 0.13 1.58 0.115
H -0.84 -2.34 -0.04 0.123
H -2.41 0.03 0.07 0.065
H -3.39 -1.20 0.81 0.043
H -2.30 -2.52 -1.45 0.098
H -3.84 -1.71 -1.38 0.110
H -3.12 -0.02 -2.77 0.103
H -1.67 0.28 -1.87 0.081
H -1.79 -2.00 -3.88 0.112
H -0.40 -1.33 -2.93 0.102
H -1.59 -0.28 -5.39 0.109
H -1.52 0.93 -4.13 0.094
H 0.92 -0.79 -4.69 0.083
H 0.52 0.59 -5.77 0.115
H 1.02 0.90 -2.75 0.093
H 2.20 1.08 -4.02 0.087
H -0.27 2.74 -4.42 0.101
H 1.49 3.07 -4.71 0.111
H 1.68 3.01 -2.12 0.098
H 1.04 4.49 -2.94 0.110
H -0.60 2.30 -1.63 0.104
H -1.26 3.71 -2.58 0.126
H -1.37 2.82 0.39 0.076
H -2.38 3.94 -0.53 0.065
H -1.46 4.57 0.86 0.075
C 3.06 5.78 2.15 -0.061
C 1.90 5.46 1.31 -0.214
N 0.99 5.20 0.65 0.190
H 3.65 6.56 1.68 0.081
H 2.72 6.12 3.13 0.083
H 3.68 4.90 2.28 0.079
C -5.45 3.28 -2.41 -0.054
C -4.78 2.41 -1.45 -0.256
N -4.25 1.72 -0.70 0.174
H -6.29 3.77 -1.93 0.087
H -4.75 4.03 -2.77 0.084
H -5.81 2.69 -3.25 0.086
C -3.62 -7.67 4.77 -0.051
C -2.64 -6.66 5.15 -0.262
N -1.88 -5.86 5.45 0.149
H -4.40 -7.73 5.52 0.092
H -4.07 -7.40 3.81 0.082
H -3.14 -8.64 4.68 0.089
C 1.35 -5.77 4.93 -0.073
C 2.30 -5.10 4.06 -0.259
N 3.01 -4.55 3.33 0.146
H 0.73 -6.44 4.35 0.076
H 1.87 -6.35 5.70 0.094
H 0.72 -5.03 5.41 0.058
C 1.81 8.00 -1.84 -0.070
C 2.87 8.43 -2.74 -0.287
N 3.71 8.76 -3.45 0.124
H 1.11 7.36 -2.37 0.077
H 2.24 7.43 -1.01 0.058
H 1.29 8.86 -1.44 0.083
C 4.95 -3.28 -3.60 -0.066
C 4.20 -2.14 -4.10 -0.262
N 3.61 -1.23 -4.49 0.162
H 4.81 -4.13 -4.27 0.085
H 6.01 -3.04 -3.56 0.085
H 4.61 -3.55 -2.61 0.077
```

This record from OMol25 describes an isolated molecule of C10H8N2 in a non-equilibrium geometry. The level of theory is wB97M-V/def2-TZVPD.

Properties
Orbital gap   0.329 Eh
Highest occupied orbital energy   -8.3 eV
ΔE to the lowest compared entry with this formula, charge and spin   144.0 kcal per mole
Charge   0

Structure (XYZ):
```
20
Properties=species:S:1:pos:R:3:lowdin_charge:R:1
C 3.67 0.31 -2.40 0.132
C 1.67 0.06 -0.55 -0.075
C -2.39 -2.36 1.29 -0.138
C -1.29 -2.58 2.01 -0.079
C -2.36 -1.56 0.20 -0.078
C -0.04 -2.00 1.64 0.009
C -1.19 -0.85 -0.10 -0.045
C -0.12 -1.03 0.65 -0.310
C 2.89 1.37 -2.36 -0.383
C 2.51 2.74 -2.48 -0.071
N 2.37 0.37 -1.51 -0.001
N 1.12 -0.37 0.46 0.163
H -3.29 -2.78 1.64 0.099
H -1.29 -3.19 2.93 0.118
H -3.14 -1.67 -0.58 0.121
H 0.89 -2.26 2.03 0.096
H -1.22 -0.06 -0.89 0.135
H 1.67 3.13 -3.14 0.095
H 3.44 3.19 -3.05 0.124
H 2.16 3.15 -1.51 0.089
```

This record from OMol25 describes a cluster of 20 separate species, C18H76O32S6 in total in a non-equilibrium geometry. The level of theory is wB97M-V/def2-TZVPD.

Properties
Orbital gap   0.361 Eh
Highest occupied orbital energy   -10.2 eV
Charge   0

Structure (XYZ):
```
132
Properties=species:S:1:pos:R:3:lowdin_charge:R:1
O -2.35 -1.36 2.71 -0.067
H -3.30 -1.43 2.84 -0.028
H -2.06 -0.73 3.38 -0.025
O 5.50 -0.24 1.94 -0.026
H 6.03 -0.38 2.73 0.048
H 5.28 -1.12 1.64 0.039
O -0.15 2.72 4.47 -0.044
H 0.51 2.52 3.80 -0.006
H 0.36 2.87 5.27 0.056
O -1.49 0.23 4.67 -0.038
H -1.09 1.10 4.61 -0.006
H -1.67 0.11 5.60 0.066
O -2.12 -0.08 -2.89 -0.026
H -1.81 -0.83 -3.39 0.054
H -1.73 -0.18 -2.02 0.025
O -1.81 2.52 -4.04 -0.058
H -1.65 1.62 -3.75 -0.021
H -1.49 3.06 -3.32 -0.005
O 3.75 1.93 1.02 -0.054
H 4.14 1.76 0.16 0.039
H 4.06 1.20 1.57 0.015
O -0.26 4.36 -1.19 -0.052
H -0.03 4.86 -1.97 0.043
H 0.54 4.38 -0.66 -0.014
O -0.42 -4.04 -2.00 -0.073
H -0.70 -4.42 -1.17 0.007
H 0.29 -3.44 -1.76 -0.042
O 2.34 -4.97 0.31 -0.044
H 2.91 -4.39 -0.20 0.019
H 2.89 -5.73 0.49 0.028
O -2.94 3.41 -0.83 -0.051
H -3.42 3.94 -1.46 0.041
H -2.26 4.00 -0.49 0.003
O 2.15 4.43 0.08 -0.040
H 2.69 3.70 -0.23 -0.014
H 2.29 4.44 1.03 0.035
O -1.49 -3.28 0.65 -0.045
H -2.29 -3.22 0.12 0.024
H -1.55 -2.55 1.26 -0.012
O 2.03 3.05 2.81 -0.039
H 2.71 2.62 2.28 -0.007
H 2.52 3.56 3.46 0.067
O -4.91 4.92 2.45 -0.319
S -5.18 3.57 3.05 0.695
O -5.92 3.55 4.31 -0.303
O -6.13 2.82 1.93 -0.245
C -7.23 2.16 2.38 -0.349
C -8.20 2.02 1.23 -0.060
C -3.69 2.60 3.13 -0.106
H -7.86 2.64 3.13 0.118
H -6.96 1.17 2.76 0.115
H -8.51 2.94 0.74 0.081
H -9.12 1.59 1.63 0.086
H -7.70 1.45 0.45 0.068
H -3.32 2.48 2.11 0.045
H -4.04 1.60 3.41 0.072
H -3.00 3.09 3.82 0.078
O -4.96 -1.87 2.87 -0.312
S -6.23 -2.07 2.15 0.739
O -7.55 -1.89 2.82 -0.297
O -6.26 -0.99 0.84 -0.259
C -5.10 -0.87 0.06 -0.277
C -4.21 0.31 0.47 -0.049
C -6.15 -3.71 1.40 -0.104
H -5.52 -0.86 -0.94 0.132
H -4.50 -1.78 0.08 0.100
H -3.59 0.12 1.34 0.045
H -4.84 1.19 0.57 0.074
H -3.51 0.57 -0.33 0.068
H -6.83 -3.88 0.57 0.083
H -6.26 -4.44 2.21 0.077
H -5.11 -3.86 1.13 0.059
O 3.23 -0.88 5.59 -0.326
S 2.48 -2.16 5.56 0.675
O 1.05 -2.21 5.30 -0.275
O 3.15 -3.12 4.41 -0.282
C 4.56 -3.03 4.09 -0.250
C 4.94 -4.31 3.30 -0.050
C 3.00 -3.12 7.06 -0.096
H 5.11 -3.00 5.04 0.102
H 4.90 -2.11 3.61 0.083
H 4.67 -5.21 3.85 0.081
H 5.95 -4.48 2.92 0.079
H 4.41 -4.33 2.35 0.056
H 4.08 -3.28 7.03 0.059
H 2.48 -4.07 7.08 0.069
H 2.68 -2.62 7.98 0.069
O 2.53 -3.79 -8.63 -0.269
S 1.82 -2.78 -7.88 0.605
O 0.46 -3.01 -7.48 -0.285
O 2.73 -2.41 -6.57 -0.285
C 2.25 -1.37 -5.61 -0.216
C 2.58 -1.95 -4.23 -0.047
C 1.88 -1.16 -8.70 -0.114
H 1.18 -1.22 -5.74 0.108
H 2.68 -0.38 -5.76 0.090
H 2.41 -3.02 -4.10 0.091
H 1.93 -1.57 -3.44 0.056
H 3.61 -1.71 -3.96 0.069
H 1.19 -0.50 -8.16 0.066
H 1.46 -1.36 -9.68 0.069
H 2.92 -0.86 -8.71 0.071
O 1.25 -2.29 -0.80 -0.295
S 1.54 -0.98 -0.26 0.696
O 2.65 -0.19 -0.81 -0.295
O 0.19 -0.08 -0.31 -0.252
C 0.24 1.27 -0.12 -0.286
C -0.75 1.58 1.04 -0.020
C 1.67 -1.10 1.58 -0.056
H -0.02 1.76 -1.06 0.107
H 1.24 1.67 0.06 0.098
H -0.49 0.97 1.90 0.065
H -1.78 1.26 0.87 0.045
H -0.66 2.63 1.30 0.086
H 1.89 -0.08 1.91 0.057
H 2.39 -1.82 1.98 0.063
H 0.71 -1.38 1.99 0.072
O 3.70 3.08 -1.67 -0.301
S 3.59 3.18 -3.12 0.702
O 4.08 4.35 -3.83 -0.282
O 4.40 1.84 -3.71 -0.273
C 4.67 1.79 -5.13 -0.249
C 5.66 0.63 -5.42 -0.040
C 1.90 2.79 -3.62 -0.094
H 4.94 2.82 -5.37 0.107
H 3.72 1.55 -5.62 0.092
H 5.87 0.54 -6.48 0.081
H 5.21 -0.26 -4.97 0.062
H 6.65 0.77 -5.00 0.078
H 1.13 3.38 -3.11 0.045
H 1.74 1.74 -3.37 0.073
H 1.78 3.06 -4.67 0.080
```

This record from OMol25 describes a structure of composition C32H62Cl12F3NO2Si2. The level of theory is wB97M-V/def2-TZVPD.

Properties
Orbital gap   0.306 Eh
Highest occupied orbital energy   -8.1 eV
Charge   0

Structure (XYZ):
```
114
Properties=species:S:1:pos:R:3:lowdin_charge:R:1
C 9.26 -3.55 1.40 -0.099
C 10.00 -2.76 0.32 -0.230
C 9.07 -2.11 -0.68 -0.261
O 8.35 -1.04 -0.03 -0.200
Si 6.81 -0.75 -0.50 0.481
O 6.44 0.80 -0.23 -0.314
Si 5.18 1.44 0.69 0.571
C 3.90 2.17 -0.46 -0.298
C 2.49 2.42 0.14 -0.278
C 2.32 2.23 1.65 -0.249
C 0.90 2.61 2.09 -0.211
C -0.12 1.50 1.80 -0.221
C -1.58 1.97 1.93 -0.205
C -2.56 1.14 1.09 -0.201
C -3.95 0.92 1.73 -0.188
C -4.36 -0.55 1.83 -0.209
C -5.08 -1.12 0.60 -0.188
C -6.35 -0.38 0.19 -0.201
C -7.61 -0.93 0.85 -0.138
N -8.13 -2.10 0.17 -0.123
C -7.95 -3.41 0.53 -0.112
C -8.56 -4.21 -0.39 -0.104
C -9.14 -3.35 -1.37 -0.104
C -8.86 -2.07 -0.99 -0.113
C 5.70 -2.01 0.47 -0.617
F 6.13 -3.26 0.13 0.059
F 5.78 -1.94 1.82 0.076
F 4.39 -1.97 0.14 0.067
H 8.57 -2.89 1.91 0.053
H 8.71 -4.39 0.98 0.074
H 9.97 -3.91 2.15 0.072
H 10.54 -1.94 0.81 0.090
H 10.74 -3.37 -0.20 0.112
H 9.65 -1.68 -1.50 0.121
H 8.38 -2.85 -1.10 0.104
H 6.65 -1.09 -1.93 0.052
H 5.76 2.49 1.55 -0.013
H 4.63 0.41 1.58 -0.005
H 3.82 1.48 -1.30 0.014
H 4.32 3.09 -0.85 0.078
H 2.22 3.45 -0.07 0.107
H 1.78 1.78 -0.37 0.050
H 2.47 1.18 1.92 0.093
H 3.03 2.85 2.20 0.106
H 0.59 3.52 1.56 0.107
H 0.90 2.81 3.16 0.113
H 0.03 1.09 0.80 0.093
H 0.03 0.69 2.52 0.112
H -1.88 1.96 2.98 0.092
H -1.62 3.01 1.58 0.105
H -2.11 0.18 0.81 0.106
H -2.72 1.68 0.15 0.071
H -4.68 1.49 1.17 0.093
H -3.95 1.35 2.74 0.088
H -4.95 -0.74 2.73 0.078
H -3.44 -1.14 1.96 0.108
H -5.35 -2.16 0.82 0.102
H -4.38 -1.17 -0.24 0.111
H -6.29 0.68 0.41 0.087
H -6.47 -0.46 -0.89 0.069
H -7.39 -1.23 1.88 0.124
H -8.39 -0.18 0.87 0.117
H -7.40 -3.67 1.42 0.113
H -8.59 -5.28 -0.38 0.087
H -9.70 -3.63 -2.24 0.087
H -9.10 -1.12 -1.45 0.099
Cl 10.79 -0.59 3.61 0.551
C 9.16 -0.71 4.32 -0.654
C 8.20 0.24 3.67 -0.669
Cl 8.61 1.94 4.02 0.542
H 9.26 -0.52 5.39 0.067
H 8.82 -1.74 4.18 0.064
H 7.19 0.06 4.06 0.076
H 8.19 0.12 2.59 0.050
Cl -1.78 0.02 5.66 0.543
C -3.00 -0.99 6.48 -0.660
C -4.29 -1.05 5.69 -0.662
Cl -5.13 0.51 5.64 0.548
H -3.16 -0.58 7.47 0.068
H -2.59 -1.99 6.57 0.073
H -4.96 -1.77 6.16 0.074
H -4.10 -1.36 4.67 0.044
Cl -5.32 1.07 -3.14 0.551
C -6.94 0.95 -3.88 -0.652
C -7.83 2.10 -3.48 -0.652
Cl -8.29 2.02 -1.75 0.565
H -7.37 -0.01 -3.60 0.063
H -6.80 0.97 -4.96 0.071
H -8.76 2.07 -4.05 0.073
H -7.35 3.05 -3.65 0.066
Cl 1.99 1.45 -3.15 0.614
C 0.37 1.56 -3.91 -0.634
C -0.36 2.81 -3.50 -0.680
Cl -0.83 2.79 -1.78 0.595
H -0.18 0.67 -3.63 0.071
H 0.53 1.56 -4.98 0.071
H -1.28 2.89 -4.07 0.048
H 0.24 3.70 -3.67 0.046
Cl 2.90 -3.67 -3.76 0.535
C 2.80 -4.09 -2.03 -0.672
C 2.42 -5.53 -1.81 -0.665
Cl 0.73 -5.86 -2.30 0.533
H 2.09 -3.41 -1.56 0.070
H 3.79 -3.91 -1.61 0.052
H 2.50 -5.77 -0.75 0.073
H 3.06 -6.20 -2.38 0.067
Cl -2.78 6.51 -4.33 0.545
C -2.86 6.33 -6.10 -0.665
C -2.36 4.98 -6.55 -0.651
Cl -0.61 4.80 -6.28 0.570
H -2.28 7.14 -6.54 0.068
H -3.90 6.45 -6.39 0.072
H -2.54 4.86 -7.62 0.073
H -2.87 4.18 -6.01 0.064
```

This record from OMol25 describes a structure of composition C18H17F6N4O9RhS3 in a non-equilibrium geometry. The level of theory is wB97M-V/def2-TZVPD.

Properties
Orbital gap (spin up / spin down)   0.130 / 0.271 Eh
Highest occupied orbital energy (spin up / spin down)   0.2 / -3.6 eV
ΔE to the lowest compared entry with this formula, charge and spin   62.8 kcal per mole
Spin multiplicity   5
Charge   -2

Structure (XYZ):
```
58
Properties=species:S:1:pos:R:3:lowdin_charge:R:1
Rh -0.66 1.02 -0.02 1.128
C 3.36 -2.94 6.09 -0.064
C 2.91 -2.50 4.73 -0.274
C 2.35 -3.41 3.83 -0.042
C 1.90 -2.99 2.60 -0.056
C 2.01 -1.65 2.24 -0.277
C 2.55 -0.73 3.13 -0.054
C 3.00 -1.15 4.36 -0.039
S 1.36 -1.08 0.68 0.608
O 1.24 -2.24 -0.18 -0.301
O 2.23 -0.03 0.21 -0.323
N -0.11 -0.45 1.04 -0.332
C -0.74 -0.80 2.26 -0.185
C -2.23 -0.26 2.30 -0.697
O -2.96 -0.72 3.17 -0.028
O -2.51 0.61 1.45 -0.077
H 3.61 -4.00 6.09 0.069
H 2.57 -2.77 6.83 0.082
H 4.24 -2.39 6.41 0.071
H 2.27 -4.45 4.12 0.107
H 1.47 -3.68 1.88 0.112
H 2.61 0.29 2.81 0.110
H 3.42 -0.44 5.06 0.109
H -0.25 -0.33 3.13 0.117
H -0.74 -1.89 2.43 0.119
F 0.40 5.88 -3.09 0.112
C -0.13 5.20 -2.06 -0.645
F 0.77 5.22 -1.07 0.115
F -1.19 5.91 -1.65 0.118
S -0.53 3.40 -2.55 0.601
O -0.97 2.83 -1.31 -0.368
O -1.52 3.56 -3.57 -0.262
N 0.87 3.04 -3.13 -0.289
S 1.68 1.76 -2.67 0.597
O 0.88 0.80 -2.00 -0.338
O 2.54 1.32 -3.73 -0.272
C 2.94 2.55 -1.48 -0.653
F 3.38 3.68 -2.08 0.093
F 4.02 1.80 -1.30 0.129
F 2.46 2.92 -0.30 0.126
N -4.08 -3.00 -5.03 0.093
C -4.55 -1.89 -4.29 -0.551
O -5.74 -1.55 -4.44 -0.056
C -3.62 -1.26 -3.39 -0.190
C -2.25 -1.60 -3.25 -0.049
C -1.46 -0.95 -2.34 -0.166
N -1.90 0.04 -1.53 -0.098
C -3.21 0.39 -1.66 -0.159
C -4.06 -0.21 -2.54 -0.033
H -4.67 -3.19 -5.82 0.068
H -3.10 -2.99 -5.25 0.048
H -1.80 -2.37 -3.85 0.080
H -0.41 -1.21 -2.22 0.084
H -3.54 1.18 -1.00 0.098
H -5.09 0.10 -2.60 0.097
C 0.16 2.28 1.28 -0.138
H 0.94 2.01 1.98 -0.045
H -0.13 3.32 1.29 -0.033
```